# 1
The following is a DFT calculation (wB97M-V/def2-TZVPD) of 4 unconnected molecules or ions with the total composition C22H46ClINO15P4S at a distorted geometry.

Values from the calculation:
- Gap between HOMO and LUMO: 6.7 eV
- E_HOMO: -11.43 eV
- Net charge: +1
- LUMO level: -4.68 eV

Last column: Löwdin charge in e.
Cartesian coordinates (Å):
I 2.5041 -1.8210 4.1861  1.125
Cl -1.6641 5.4152 1.3825  0.751
S -1.0604 -2.6956 4.1773  0.150
P -0.6602 -0.9613 4.9637  0.363
P 0.3524 5.3662 -3.4936  0.521
P 3.1268 -3.3173 -1.7308  0.519
P -4.5252 -3.6133 -1.4921  0.569
O 4.1447 -2.9249 -2.9155  -0.255
O -2.7706 1.0841 2.3009  -0.120
O -6.0402 -4.0128 -1.9046  -0.264
O -4.3840 -2.1737 -1.1188  -0.276
O 4.1348 -4.4618 -1.0729  -0.225
O -0.7418 6.3676 -4.2336  -0.223
O 0.9486 4.6062 -2.1409  -0.232
O 1.5736 5.6391 -4.2801  -0.237
O 2.5012 -1.7866 -1.7561  -0.204
O -0.4185 4.0120 -3.9072  -0.263
O -4.1796 -3.5267 -3.1110  -0.221
O 1.9834 -4.1547 -2.1585  -0.249
O 3.2842 0.2815 1.7644  -0.114
O -4.7261 -4.2388 0.0484  -0.253
O -0.1245 4.3949 3.1699  0.109
N 0.0872 1.8137 2.0712  0.037
C -4.4425 -5.6418 0.2400  -0.107
C -7.1222 -3.4515 -1.1694  -0.105
C 1.1589 5.4177 -0.9733  -0.124
C 1.3330 1.5152 1.6952  0.093
C -3.5608 -0.0876 2.5583  -0.246
C 2.0269 -1.2617 -0.5050  -0.109
C -0.5401 1.1275 3.0494  -0.112
C 4.4554 -3.9099 -3.9020  -0.094
C -1.9743 1.5253 3.3650  -0.147
C 4.3705 0.6873 2.6339  -0.211
C 6.9118 0.5299 2.7843  -0.076
C 0.1381 0.0811 3.6656  -0.331
C 5.1250 -4.0121 -0.1263  -0.105
C -1.9105 6.7595 -3.4812  -0.100
C -0.5921 2.8972 1.3481  -0.079
C -0.6506 4.1858 2.1426  -0.799
C 5.6595 0.3672 1.8923  -0.212
C -2.8411 -3.8871 -3.5211  -0.101
C 2.0527 0.4962 2.2766  -0.326
C 1.4558 -0.2548 3.2935  -0.550
C -0.5095 3.6787 -5.2941  -0.093
C -5.0315 0.1405 2.2636  -0.052
H 1.8649 6.2228 -1.1870  0.097
H 5.5861 -0.6892 1.6160  0.104
H -1.5988 2.5958 1.0585  0.139
H 7.6548 1.1034 2.2322  0.076
H -1.8295 -0.3474 5.4360  -0.013
H 0.2347 -1.1358 6.0320  -0.036
H -5.4105 0.8918 2.9614  0.079
H -3.3926 -5.8517 0.0322  0.081
H -2.0461 2.6154 3.3866  0.127
H -2.7758 -3.7493 -4.5964  0.088
H -5.1929 0.4403 1.2316  0.084
H -4.6486 -5.8878 1.2783  0.086
H 5.7289 0.9096 0.9500  0.117
H 1.2354 -1.9046 -0.1048  0.098
H 1.7922 2.0913 0.9040  0.169
H 4.4098 0.1300 3.5679  0.054
H 4.5634 -3.4022 -4.8576  0.090
H -7.9382 -3.2672 -1.8649  0.090
H -5.0763 -6.2550 -0.4058  0.088
H 6.6947 1.0030 3.7399  0.075
H -1.4752 3.9974 -5.6868  0.087
H 5.7112 -4.8734 0.1817  0.090
H -3.2290 -0.8744 1.8741  0.122
H -0.0366 3.0936 0.4302  0.131
H 3.6718 -4.6626 -3.9820  0.086
H 5.7881 -3.2723 -0.5831  0.088
H 1.6219 -0.2674 -0.6871  0.087
H -0.4346 2.5974 -5.3832  0.089
H -2.1060 -3.2445 -3.0316  0.085
H 2.8397 -1.1872 0.2095  0.061
H -7.4616 -4.1585 -0.4108  0.085
H -2.2843 1.1873 4.3475  0.102
H 0.2124 5.8343 -0.6266  0.039
H -3.4436 -0.5042 3.5622  0.096
H 7.3702 -0.4474 2.9240  0.074
H -2.6338 -4.9314 -3.2891  0.082
H 4.6441 -3.5826 0.7552  0.071
H 4.3134 1.7599 2.8425  0.141
H 5.3997 -4.3953 -3.6536  0.086
H -1.6224 7.3349 -2.6003  0.079
H 1.5740 4.7798 -0.1926  0.072
H -6.8411 -2.5137 -0.6897  0.079
H -2.5260 7.3856 -4.1204  0.091
H 0.2879 4.1427 -5.8737  0.088
H -5.5674 -0.7866 2.4670  0.087
H -2.4865 5.8811 -3.1779  0.087

# 2
The following is a DFT calculation (wB97M-V/def2-TZVPD) of a single C22H34N2O5 molecule.

Values from the calculation:
- Gap between HOMO and LUMO: 9.1 eV
- E_HOMO: -8.53 eV
- SMILES: CCc1ccccc1OCCC(=O)N(C)C[C@H](C)NC(=O)COC[C@@H]1CCOC1
- ΔE to the lowest compared entry with this formula, charge and spin: 0.180 eV
- LUMO level: 0.59 eV

Last column: natural (NBO) charge in e.
Cartesian coordinates (Å):
O -7.1357 -2.3022 8.4678  -0.519
O -4.7236 -1.9540 7.1504  -0.630
O -3.2546 -0.8227 1.5798  -0.638
O -9.3622 1.0966 9.5588  -0.538
O 1.1726 -0.9207 2.3915  -0.523
N -5.5399 -2.8440 5.2431  -0.621
N -2.8461 -0.7385 3.8045  -0.444
C 2.1737 -1.8517 2.3973  0.373
C -4.2879 -3.4910 3.2553  -0.615
C -7.5505 -0.3740 9.8097  -0.265
C -2.4880 -0.5821 2.5006  0.689
C -7.3884 -0.9067 8.3992  -0.067
C -4.3219 -2.6007 4.4841  -0.054
C -5.6316 -2.4995 6.5512  0.651
C -4.2121 -1.1128 4.1285  -0.227
C 4.5149 -2.2457 2.6532  -0.181
C 3.6668 0.1184 2.9008  -0.415
C 3.0471 -4.0816 2.2093  -0.199
C -0.1525 -1.3715 2.1796  -0.056
C -7.9570 1.0932 9.7837  -0.063
C 3.2687 0.5156 4.3237  -0.595
C -1.9723 -0.4400 4.9317  -0.420
C 3.4595 -1.3491 2.6368  -0.087
C -8.7514 -0.9884 10.5333  -0.435
C -9.9214 -0.1245 10.0519  -0.074
C -6.9540 -2.8870 7.2179  -0.152
C -1.0612 -0.1498 2.2272  -0.514
C 4.3234 -3.6074 2.4432  -0.241
C 1.9651 -3.2071 2.1832  -0.314
H -5.1488 -3.2936 2.6121  0.208
H 2.8781 -5.1373 2.0412  0.213
H -3.3980 -3.2833 2.6636  0.233
H -4.5352 -0.5202 4.9852  0.212
H -0.6871 0.5308 2.9911  0.226
H -7.7201 1.5764 10.7388  0.169
H -7.4876 1.6648 8.9813  0.188
H 4.7187 0.3577 2.7337  0.206
H 3.0859 0.7038 2.1858  0.218
H -2.3894 -0.9122 5.8202  0.233
H -4.2867 -4.5449 3.5362  0.212
H -6.5542 -0.3995 7.9052  0.189
H -3.4873 -2.8492 5.1448  0.208
H -8.8802 -2.0433 10.2985  0.230
H -4.8475 -0.8840 3.2739  0.233
H -1.9031 0.6349 5.1199  0.197
H -0.4257 -2.0898 2.9628  0.170
H 3.8614 -0.0328 5.0575  0.204
H -0.2435 -1.8775 1.2145  0.190
H 5.5139 -1.8649 2.8335  0.208
H 5.1664 -4.2850 2.4605  0.213
H -7.7846 -2.6463 6.5375  0.173
H -0.9686 -0.8350 4.7828  0.205
H -10.6287 0.0975 10.8540  0.179
H 2.2170 0.2925 4.5049  0.207
H -8.6214 -0.8933 11.6120  0.209
H -1.0540 0.3663 1.2701  0.242
H -6.3310 -3.2579 4.7787  0.398
H 3.4237 1.5825 4.4899  0.207
H 0.9746 -3.5942 1.9930  0.216
H -6.9464 -3.9692 7.3651  0.214
H -8.3021 -0.7263 7.8144  0.166
H -10.4731 -0.5963 9.2349  0.171
H -6.6191 -0.5319 10.3548  0.225

# 3
The following is a DFT calculation (wB97M-V/def2-TZVPD) of a gas-phase ion, C12H11IN (charge +1) at a distorted geometry.

Values from the calculation:
- Gap between HOMO and LUMO: 7.3 eV
- E_HOMO: -12.06 eV
- SMILES: I[C@@H]1C2=CC=CC[C@H]2c2cccc[n+]21
- Net charge: +1
- ΔE to the lowest compared entry with this formula, charge and spin: 0.000 eV
- LUMO level: -4.81 eV

Last column: natural (NBO) charge in e.
Cartesian coordinates (Å):
I 3.6314 0.4169 0.0287  0.190
N 0.9757 -1.0406 -0.3377  -0.295
C 0.6895 1.2780 -0.2959  -0.022
C -0.9464 -1.9405 0.7133  -0.214
C -0.2604 -0.8401 0.2470  0.278
C -0.5313 0.5608 0.4078  -0.304
C 0.7974 -3.4186 -0.1133  -0.233
C -0.4957 3.3332 0.1307  -0.229
C -1.8269 1.2187 -0.0810  -0.431
C 1.4195 -2.3132 -0.6132  0.111
C 1.6520 0.1464 -0.7290  -0.212
C -0.4382 -3.2558 0.5261  -0.063
C -1.6432 2.6419 0.3515  -0.155
C 0.6621 2.6196 -0.4284  -0.180
H 2.2443 -2.4395 -1.2296  0.240
H -0.4525 4.3901 0.5365  0.252
H -0.3694 1.0198 1.5254  0.285
H 1.9244 0.1116 -1.8413  0.271
H -0.8675 -4.1598 0.9575  0.256
H 1.2758 -4.3777 -0.2104  0.261
H -1.9562 -1.8165 1.0680  0.255
H -2.6013 0.6158 0.5062  0.226
H -1.9154 1.0271 -1.1617  0.237
H 1.4712 3.1879 -0.9213  0.244
H -2.4389 3.0343 0.9639  0.231

# 4
The following is a DFT calculation (wB97M-V/def2-TZVPD) of 5 unconnected molecules or ions with the total composition C3H16NO4S at a distorted geometry.

Values from the calculation:
- Gap between HOMO and LUMO: 7.2 eV
- E_HOMO: -3.77 eV
- Net charge: -1
- ΔE to the lowest compared entry with this formula, charge and spin: 1.898 eV
- LUMO level: 3.41 eV

Last column: natural (NBO) charge in e.
Cartesian coordinates (Å):
S 1.1802 -0.5662 -0.6726  -0.728
O -1.3184 -1.9783 -1.2215  -1.008
O -0.8894 -4.0710 -0.2228  -0.975
O -3.3310 -1.8062 0.3891  -1.004
O -2.8423 1.1696 -0.8377  -0.962
N 3.2011 1.9392 0.0075  -0.864
C 1.9483 1.6499 0.9281  -0.071
C 1.5046 0.1969 1.0426  -0.525
C 0.8321 2.5623 0.5107  -0.640
H 0.9648 3.6858 0.5467  0.198
H 2.3329 -0.4818 1.4795  0.206
H 0.4600 0.2387 1.5402  0.214
H -1.5071 -1.3173 -1.8899  0.472
H -0.7332 -1.4266 -0.6747  0.503
H -0.0484 -3.8442 0.1066  0.468
H -2.6782 -2.3857 0.9242  0.472
H 3.5609 1.0577 -0.2249  0.356
H -2.7948 0.2635 -0.5595  0.484
H 2.4187 1.9487 1.9603  0.174
H -0.9658 -3.6557 -1.0732  0.494
H 2.9708 2.3611 -0.9091  0.349
H -2.7609 -1.9092 -0.4331  0.484
H -0.1031 2.4981 1.0710  0.213
H -1.9291 1.3457 -1.2498  0.474
H 0.5275 2.5250 -0.5376  0.217

# 5
The following is a DFT calculation (wB97M-V/def2-TZVPD) of a single C2HBrCl2S molecule at a distorted geometry.

Values from the calculation:
- Gap between HOMO and LUMO: 7.5 eV
- E_HOMO: -8.98 eV
- SMILES: Cl/C=C(\Cl)SBr
- ΔE to the lowest compared entry with this formula, charge and spin: 0.637 eV
- LUMO level: -1.48 eV

Last column: natural (NBO) charge in e.
Cartesian coordinates (Å):
Br -4.2627 0.7130 0.6584  -0.082
Cl -1.9517 -2.7914 -1.0408  0.050
Cl 0.6496 -1.8672 0.7517  0.126
S -3.0222 -0.0965 -1.0543  0.241
C -0.5260 -0.8059 0.2485  -0.226
C -1.7740 -1.1835 -0.5152  -0.351
H -0.5900 0.2998 0.3627  0.243

# 6
The following is a DFT calculation (wB97M-V/def2-TZVPD) of a molecular structure, CH5NO at a distorted geometry.

Values from the calculation:
- Gap between HOMO and LUMO: 9.7 eV
- E_HOMO: -8.65 eV
- ΔE to the lowest compared entry with this formula, charge and spin: 3.661 eV
- LUMO level: 1.08 eV

Last column: natural (NBO) charge in e.
Cartesian coordinates (Å):
O -0.9567 -0.8710 -0.1532  -0.451
N -1.6401 0.3244 0.1570  -0.559
C 0.8508 -0.5607 0.0151  -0.226
H 1.2295 -0.6716 -1.0145  0.178
H 0.9956 0.3765 0.2975  0.180
H -1.7056 0.8167 -0.7703  0.332
H 1.2561 -1.4029 0.5197  0.193
H -2.5626 0.1531 0.6055  0.354

# 7
The following is a DFT calculation (wB97M-V/def2-TZVPD) of a single C4H6N2 molecule at a distorted geometry.

Values from the calculation:
- Gap between HOMO and LUMO: 9.9 eV
- E_HOMO: -9.37 eV
- SMILES: CC1=NN=CC1
- ΔE to the lowest compared entry with this formula, charge and spin: 4.173 eV
- LUMO level: 0.54 eV

Last column: natural (NBO) charge in e.
Cartesian coordinates (Å):
N 0.3104 -1.4465 -0.1349  -0.281
N 1.7137 -1.1786 0.0588  -0.237
C 1.9625 0.1482 -0.0460  0.017
C -1.7886 -0.2496 0.0269  -0.652
C 0.4702 0.7936 -0.0962  -0.579
C -0.2769 -0.2687 -0.1246  0.258
H -1.9142 -0.7283 -0.9254  0.258
H -2.0209 -1.2536 0.6888  0.244
H -2.1366 0.6135 0.3040  0.208
H 0.2263 1.2835 0.8651  0.275
H 0.5917 1.5905 -0.7906  0.279
H 2.8623 0.6960 0.1742  0.210

# 8
The following is a DFT calculation (wB97M-V/def2-TZVPD) of a molecular structure, C7H7I2MgN4S.

Values from the calculation:
- Gap between HOMO and LUMO: 6.4 eV
- E_HOMO: -11.57 eV
- Net charge: +1
- LUMO level: -5.19 eV

Last column: Löwdin charge in e.
Cartesian coordinates (Å):
I -1.2896 3.2467 -1.1614  0.329
I 0.8156 4.7863 -1.6659  0.198
S -2.4108 -0.1821 0.1462  0.564
Mg -0.2819 0.8292 -0.0345  0.348
N 1.7143 1.3602 0.4208  0.009
N -0.3453 0.7893 2.0189  -0.135
N -3.5406 -0.3668 2.5101  0.104
N -1.4432 0.4265 2.6971  0.007
C 4.1207 2.2506 1.4485  -0.014
C 3.0633 1.9625 2.2955  0.010
C -2.4131 -0.0074 1.8969  -0.817
C 2.7404 1.6440 -0.3872  -0.138
C 0.7198 1.1699 2.6149  -0.046
C 1.8679 1.5125 1.7577  -0.237
C 3.9625 2.0865 0.0812  -0.031
H -3.5943 -0.3055 3.5139  0.119
H -4.3165 -0.7287 1.9852  0.098
H 3.1568 2.0787 3.3663  0.128
H 0.7928 1.2264 3.6962  0.141
H 4.7655 2.2936 -0.6105  0.120
H 5.0620 2.5982 1.8524  0.125
H 2.5729 1.5075 -1.4486  0.118